Entry A
C20H33N5O2 | wB97M-V/def2-TZVPD

Bonds (Å) are listed after each position.
Cartesian coordinates (Å):
1 C 0.050 -0.188 6.956  C2 1.524, H58 1.088, H59 1.087, H60 1.088
2 C 0.566 -0.091 5.526  C1 1.524, C3 1.527, H56 1.092, H57 1.091
3 C 0.202 1.248 4.887  C2 1.527, C4 1.529, H54 1.093, H55 1.093
4 C 0.803 1.438 3.494  C3 1.529, C5 1.526, H52 1.093, H53 1.092
5 C 0.193 0.511 2.447  C4 1.526, C6 1.530, H50 1.090, H51 1.093
6 C 0.808 0.765 1.069  C5 1.530, N7 1.440, H48 1.092, H49 1.093
7 N 0.194 -0.068 0.068  C6 1.440, C8 1.349, C11 1.377
8 C -0.793 0.253 -0.795  N7 1.349, N9 1.324, C26 1.489
9 N -1.155 -0.764 -1.562  C8 1.324, C10 1.349
10 C -0.373 -1.793 -1.171  N9 1.349, C11 1.386, N17 1.360
11 C 0.481 -1.397 -0.153  N7 1.377, C10 1.386, C12 1.429
12 C 1.425 -2.291 0.439  C11 1.429, O13 1.217, N14 1.399
13 O 2.217 -2.053 1.332  C12 1.217
14 N 1.352 -3.563 -0.139  C12 1.399, C15 1.389, C22 1.454
15 C 0.510 -3.990 -1.158  N14 1.389, O16 1.213, N17 1.378
16 O 0.542 -5.127 -1.581  C15 1.213
17 N -0.368 -3.059 -1.668  C10 1.360, C15 1.378, C18 1.446
18 C -1.278 -3.421 -2.732  N17 1.446, H19 1.090, H20 1.088, H21 1.090
19 H -2.307 -3.303 -2.391  C18 1.090
20 H -1.084 -4.458 -2.997  C18 1.088
21 H -1.114 -2.770 -3.590  C18 1.090
22 C 2.280 -4.542 0.404  N14 1.454, H23 1.090, H24 1.090, H25 1.086
23 H 3.303 -4.204 0.242  C22 1.090
24 H 2.113 -4.642 1.476  C22 1.090
25 H 2.109 -5.490 -0.099  C22 1.086
26 C -1.414 1.603 -0.885  C8 1.489, N27 1.456, H46 1.096, H47 1.099
27 N -0.402 2.627 -1.105  C26 1.456, C28 1.454, C36 1.452
28 C 0.323 2.472 -2.356  N27 1.454, C29 1.531, H44 1.092, H45 1.095
29 C -0.487 2.878 -3.590  C28 1.531, C30 1.527, H42 1.092, H43 1.091
30 C -0.989 4.311 -3.433  C29 1.527, C31 1.530, H40 1.092, H41 1.093
31 C -1.780 4.459 -2.132  C30 1.530, C32 1.525, C36 1.536, H39 1.096
32 C -2.225 5.901 -1.915  C31 1.525, H33 1.088, H34 1.088, H35 1.088
33 H -2.846 6.236 -2.743  C32 1.088
34 H -1.362 6.560 -1.846  C32 1.088
35 H -2.800 5.992 -0.996  C32 1.088
36 C -0.903 3.983 -0.964  N27 1.452, C31 1.536, H37 1.093, H38 1.095
37 H -1.457 4.051 -0.024  C36 1.093
38 H -0.029 4.639 -0.889  C36 1.095
39 H -2.670 3.823 -2.186  C31 1.096
40 H -1.614 4.588 -4.285  C30 1.092
41 H -0.135 4.993 -3.409  C30 1.093
42 H -1.333 2.199 -3.712  C29 1.092
43 H 0.140 2.791 -4.478  C29 1.091
44 H 0.643 1.431 -2.441  C28 1.092
45 H 1.217 3.101 -2.286  C28 1.095
46 H -1.914 1.833 0.062  C26 1.096
47 H -2.180 1.549 -1.672  C26 1.099
48 H 0.678 1.805 0.762  C6 1.092
49 H 1.872 0.519 1.104  C6 1.093
50 H 0.380 -0.528 2.719  C5 1.090
51 H -0.888 0.666 2.400  C5 1.093
52 H 0.648 2.474 3.180  C4 1.093
53 H 1.880 1.262 3.541  C4 1.092
54 H 0.565 2.051 5.534  C3 1.093
55 H -0.885 1.338 4.829  C3 1.093
56 H 1.652 -0.207 5.523  C2 1.092
57 H 0.145 -0.909 4.939  C2 1.091
58 H -1.034 -0.088 6.979  C1 1.088
59 H 0.314 -1.147 7.395  C1 1.087
60 H 0.478 0.600 7.572  C1 1.088

Structure (SMILES): CCCCCCn1c(CN2CCC[C@H](C)C2)nc2c1c(=O)n(C)c(=O)n2C
Total charge: 0

Löwdin atomic charge list, values in e, 2 entries:
1. C -0.118
2. C -0.274

=====

Entry B
C20H33N5O2 | wB97M-V/def2-TZVPD

Bonds (Å) are listed after each position.
Cartesian coordinates (Å):
1 C 4.341 0.670 0.887  H2 1.087, H3 1.089, H4 1.087, C5 1.523
2 H 5.365 0.904 1.171  C1 1.087
3 H 3.684 1.392 1.371  C1 1.089
4 H 4.251 0.775 -0.191  C1 1.087
5 C 3.985 -0.750 1.306  C1 1.523, H6 1.091, H7 1.092, C8 1.539
6 H 4.673 -1.447 0.825  C5 1.091
7 H 4.099 -0.854 2.387  C5 1.092
8 C 2.547 -1.140 0.923  C5 1.539, N9 1.461, C13 1.537, H60 1.096
9 N 2.409 -1.128 -0.531  C8 1.461, C10 1.444, C22 1.447
10 C 2.383 -2.445 -1.124  N9 1.444, C11 1.539, H20 1.095, H21 1.091
11 C 1.241 -3.350 -0.630  C10 1.539, C12 1.534, H18 1.089, H19 1.091
12 C 0.957 -3.087 0.854  C11 1.534, C13 1.525, H16 1.091, H17 1.093
13 C 2.191 -2.504 1.535  C8 1.537, C12 1.525, H14 1.091, H15 1.091
14 H 2.007 -2.376 2.603  C13 1.091
15 H 3.029 -3.195 1.423  C13 1.091
16 H 0.654 -4.010 1.353  C12 1.091
17 H 0.133 -2.378 0.956  C12 1.093
18 H 0.342 -3.153 -1.214  C11 1.089
19 H 1.530 -4.390 -0.785  C11 1.091
20 H 3.345 -2.911 -0.890  C10 1.095
21 H 2.327 -2.332 -2.208  C10 1.091
22 C 1.522 -0.136 -1.101  N9 1.447, C23 1.499, H58 1.093, H59 1.093
23 C 0.077 -0.224 -0.715  C22 1.499, N24 1.325, N27 1.356
24 N -0.754 -1.089 -1.277  C23 1.325, C25 1.347
25 C -1.931 -0.921 -0.645  N24 1.347, C26 1.386, N49 1.359
26 C -1.831 0.074 0.315  C25 1.386, N27 1.381, C44 1.429
27 N -0.522 0.509 0.255  C23 1.356, C26 1.381, C28 1.443
28 C -0.029 1.630 1.018  N27 1.443, H29 1.093, C30 1.532, H43 1.090
29 H -0.376 1.508 2.048  C28 1.093
30 C -0.570 2.956 0.475  C28 1.532, H31 1.091, C32 1.533, H42 1.091
31 H -1.660 2.902 0.489  C30 1.091
32 C -0.083 3.296 -0.938  C30 1.533, C33 1.528, C37 1.527, H41 1.097
33 C 1.347 3.832 -0.917  C32 1.528, H34 1.087, H35 1.088, H36 1.088
34 H 1.699 4.012 -1.930  C33 1.087
35 H 2.032 3.135 -0.442  C33 1.088
36 H 1.386 4.772 -0.370  C33 1.088
37 C -1.013 4.329 -1.573  C32 1.527, H38 1.088, H39 1.088, H40 1.088
38 H -0.668 4.589 -2.572  C37 1.088
39 H -1.039 5.234 -0.972  C37 1.088
40 H -2.025 3.939 -1.651  C37 1.088
41 H -0.112 2.387 -1.551  C32 1.097
42 H -0.275 3.749 1.164  C30 1.091
43 H 1.062 1.623 1.004  C28 1.090
44 C -2.929 0.445 1.150  C26 1.429, O45 1.218, N46 1.399
45 O -2.934 1.288 2.030  C44 1.218
46 N -4.071 -0.301 0.839  C44 1.399, C47 1.388, C54 1.454
47 C -4.204 -1.299 -0.117  N46 1.388, O48 1.212, N49 1.378
48 O -5.259 -1.873 -0.281  C47 1.212
49 N -3.088 -1.600 -0.867  C25 1.359, C47 1.378, C50 1.446
50 C -3.140 -2.646 -1.864  N49 1.446, H51 1.089, H52 1.088, H53 1.091
51 H -2.712 -2.275 -2.794  C50 1.089
52 H -4.182 -2.924 -2.002  C50 1.088
53 H -2.567 -3.511 -1.528  C50 1.091
54 C -5.277 -0.028 1.604  N46 1.454, H55 1.087, H56 1.090, H57 1.090
55 H -5.043 0.763 2.313  C54 1.087
56 H -5.595 -0.929 2.128  C54 1.090
57 H -6.077 0.284 0.933  C54 1.090
58 H 1.576 -0.245 -2.188  C22 1.093
59 H 1.908 0.852 -0.839  C22 1.093
60 H 1.864 -0.397 1.349  C8 1.096

Structure (SMILES): CC[C@@H]1CCCCN1Cc1nc2c(c(=O)n(C)c(=O)n2C)n1CCC(C)C
Total charge: 0

Löwdin atomic charge list, values in e, 2 entries:
1. C -0.102
2. H 0.069

=====

Result of the stability comparison: entry A is the most stable of them.

=====

Entry A
C12H31FNO5P | wB97M-V/def2-TZVPD

Bonds (Å) are listed after each position.
Cartesian coordinates (Å):
1 C -0.410 2.736 1.138  C2 1.635, H12 1.145, H13 1.160, H14 1.155
2 C -1.508 2.254 0.026  C1 1.635, C3 1.603, H15 1.159, H16 1.161
3 C -2.999 2.412 0.593  C2 1.603, F4 1.461, P5 1.891, H17 1.157
4 F -3.019 2.077 2.015  C3 1.461
5 P -4.288 1.302 -0.235  C3 1.891, C6 1.922, C9 1.927, H18 1.451
6 C -6.060 1.764 0.346  P5 1.922, N7 1.494, H19 1.163, H20 1.153
7 N -6.223 3.235 0.554  C6 1.494, C8 1.516, H21 1.035
8 C -7.529 3.440 1.297  N7 1.516, H22 1.160, H23 1.150, H24 1.153
9 C -4.073 -0.535 0.309  P5 1.927, O10 1.270, O11 1.400
10 O -2.899 -1.017 0.369  C9 1.270
11 O -5.231 -1.251 0.633  C9 1.400
12 H -0.515 2.179 2.133  C1 1.145
13 H -0.490 3.887 1.265  C1 1.160
14 H 0.670 2.549 0.773  C1 1.155
15 H -1.231 1.165 -0.259  C2 1.159
16 H -1.306 2.935 -0.892  C2 1.161
17 H -3.351 3.504 0.444  C3 1.157
18 H -4.212 1.312 -1.684  P5 1.451
19 H -6.205 1.181 1.342  C6 1.163
20 H -6.816 1.380 -0.436  C6 1.153
21 H -5.455 3.636 1.120  N7 1.035
22 H -7.377 4.201 2.159  C8 1.160
23 H -7.922 2.474 1.782  C8 1.150
24 H -8.359 3.812 0.587  C8 1.153
25 C 4.077 0.423 -0.011  C26 1.515, H28 1.093, H29 1.091, H30 1.094
26 C 2.700 0.963 0.317  C25 1.515, O27 1.425, H31 1.092, H32 1.095
27 O 2.424 2.114 -0.476  C26 1.425, H33 0.967
28 H 4.841 1.183 0.171  C25 1.093
29 H 4.304 -0.457 0.594  C25 1.091
30 H 4.144 0.150 -1.068  C25 1.094
31 H 2.643 1.255 1.369  C26 1.092
32 H 1.929 0.210 0.126  C26 1.095
33 H 2.467 1.845 -1.404  O27 0.967
34 C 6.185 -4.099 1.037  C35 1.515, H37 1.093, H38 1.093, H39 1.094
35 C 5.034 -3.518 0.241  C34 1.515, O36 1.424, H40 1.092, H41 1.095
36 O 5.425 -2.289 -0.363  C35 1.424, H42 0.967
37 H 6.508 -3.399 1.812  C34 1.093
38 H 5.896 -5.041 1.511  C34 1.093
39 H 7.049 -4.281 0.391  C34 1.094
40 H 4.181 -3.317 0.893  C35 1.092
41 H 4.713 -4.210 -0.545  C35 1.095
42 H 6.175 -2.476 -0.945  O36 0.967
43 C 1.494 -2.028 -1.893  C44 1.515, H46 1.094, H47 1.093, H48 1.095
44 C 1.597 -3.518 -2.152  C43 1.515, O45 1.423, H49 1.092, H50 1.095
45 O 2.675 -3.787 -3.039  C44 1.423, H51 0.967
46 H 1.340 -1.485 -2.830  C43 1.094
47 H 0.665 -1.806 -1.216  C43 1.093
48 H 2.420 -1.648 -1.452  C43 1.095
49 H 0.679 -3.891 -2.611  C44 1.092
50 H 1.763 -4.066 -1.219  C44 1.095
51 H 3.485 -3.462 -2.620  O45 0.967

Total charge: 0

Löwdin atomic charge list, values in e, 2 entries:
1. C -0.104
2. C -0.211

=====

Entry B
C12H31FNO5P | wB97M-V/def2-TZVPD

Bonds (Å) are listed after each position.
Cartesian coordinates (Å):
1 C -0.079 -0.302 3.034  C2 1.543, H12 1.089, H13 1.095, H14 1.092
2 C 0.009 -1.600 2.205  C1 1.543, C3 1.522, H15 1.093, H16 1.094
3 C 1.169 -2.468 2.670  C2 1.522, F4 1.378, P5 1.845, H17 1.097
4 F 2.254 -1.691 3.015  C3 1.378
5 P 1.781 -3.637 1.379  C3 1.845, C6 1.845, C9 1.910, H18 1.409
6 C 3.003 -4.817 2.100  P5 1.845, N7 1.462, H19 1.099, H20 1.092
7 N 2.671 -5.201 3.471  C6 1.462, C8 1.474, H21 1.010
8 C 3.816 -5.906 4.076  N7 1.474, H22 1.092, H23 1.098, H24 1.093
9 C 2.733 -2.707 0.009  P5 1.910, O10 1.234, O11 1.200
10 O 2.221 -1.651 -0.375  C9 1.234
11 O 3.745 -3.255 -0.328  C9 1.200
12 H 0.848 0.270 3.015  C1 1.089
13 H -0.388 -0.543 4.057  C1 1.095
14 H -0.864 0.342 2.630  C1 1.092
15 H 0.092 -1.307 1.155  C2 1.093
16 H -0.954 -2.098 2.352  C2 1.094
17 H 0.862 -3.063 3.538  C3 1.097
18 H 0.737 -4.337 0.743  P5 1.409
19 H 3.962 -4.284 2.045  C6 1.099
20 H 3.045 -5.698 1.456  C6 1.092
21 H 2.463 -4.391 4.038  N7 1.010
22 H 3.991 -5.537 5.088  C8 1.092
23 H 4.747 -5.748 3.517  C8 1.098
24 H 3.642 -6.985 4.104  C8 1.093
25 C -2.591 3.037 0.058  C26 1.515, H28 1.091, H29 1.087, H30 1.092
26 C -1.767 2.024 0.826  C25 1.515, O27 1.431, H31 1.090, H32 1.095
27 O -2.614 1.092 1.506  C26 1.431, H33 0.962
28 H -3.256 3.580 0.732  C25 1.091
29 H -1.951 3.751 -0.455  C25 1.087
30 H -3.221 2.541 -0.684  C25 1.092
31 H -1.152 2.516 1.579  C26 1.090
32 H -1.107 1.475 0.147  C26 1.095
33 H -3.150 0.650 0.840  O27 0.962
34 C -1.194 6.274 -3.679  C35 1.517, H37 1.091, H38 1.091, H39 1.093
35 C -1.302 4.785 -3.408  C34 1.517, O36 1.429, H40 1.090, H41 1.096
36 O -2.478 4.485 -2.653  C35 1.429, H42 0.962
37 H -1.172 6.830 -2.741  C34 1.091
38 H -0.291 6.505 -4.246  C34 1.091
39 H -2.060 6.628 -4.243  C34 1.093
40 H -0.448 4.439 -2.828  C35 1.090
41 H -1.331 4.225 -4.349  C35 1.096
42 H -3.237 4.779 -3.166  O36 0.962
43 C -1.261 0.480 -2.722  C44 1.516, H46 1.091, H47 1.092, H48 1.094
44 C -0.871 0.756 -4.160  C43 1.516, O45 1.427, H49 1.089, H50 1.095
45 O -2.007 1.158 -4.924  C44 1.427, H51 0.963
46 H -2.023 -0.300 -2.674  C43 1.091
47 H -0.395 0.165 -2.135  C43 1.092
48 H -1.689 1.377 -2.263  C43 1.094
49 H -0.464 -0.139 -4.627  C44 1.089
50 H -0.113 1.545 -4.209  C44 1.095
51 H -2.361 1.956 -4.517  O45 0.963

Total charge: 0

Löwdin atomic charge list, values in e, 2 entries:
1. C -0.081
2. C -0.224

=====

Result of the stability comparison: entry B is the most stable of them.

=====

Entry A
C2H6NO3 | wB97M-V/def2-TZVPD

Bonds (Å) are listed after each position.
Cartesian coordinates (Å):
1 C -0.357 -1.796 -0.949  N2 1.498, H6 1.093, H7 1.133, H8 1.161
2 N -0.748 -1.160 0.350  C1 1.498, C3 1.493, H9 1.050
3 C -0.379 0.278 0.511  N2 1.493, O4 1.257, O5 1.244
4 O 0.237 0.526 1.578  C3 1.257
5 O -0.848 1.116 -0.280  C3 1.244
6 H 0.690 -2.077 -1.089  C1 1.093
7 H -0.910 -2.782 -1.030  C1 1.133
8 H -0.624 -1.064 -1.809  C1 1.161
9 H -0.018 -1.680 0.897  N2 1.050
10 H 0.960 2.108 0.875  O12 0.999
11 H 0.641 3.523 0.239  O12 0.997
12 O 1.356 3.010 0.707  H10 0.999, H11 0.997

Total charge: -1

Löwdin atomic charge list, values in e, 2 entries:
1. C -0.178
2. N -0.047

=====

Entry B
C2H6NO3 | wB97M-V/def2-TZVPD

Bonds (Å) are listed after each position.
Cartesian coordinates (Å):
1 N -0.127 1.189 -1.189  C2 1.337, H6 1.015
2 C 1.037 0.533 -1.197  N1 1.337, O3 1.392, O4 1.234
3 O 1.865 0.915 -0.146  C2 1.392, H7 0.967
4 O 1.474 -0.351 -1.940  C2 1.234
5 H -0.831 0.635 0.306  O9 1.000
6 H -0.648 0.844 -1.988  N1 1.015
7 H 1.343 1.567 0.342  O3 0.967
8 C -0.809 -1.109 1.159  O9 1.399, H10 1.098, H11 1.100, H12 1.094
9 O -1.155 0.247 1.168  H5 1.000, C8 1.399
10 H 0.258 -1.265 1.366  C8 1.098
11 H -1.397 -1.629 1.928  C8 1.100
12 H -1.010 -1.578 0.191  C8 1.094

Total charge: -1

Löwdin atomic charge list, values in e, 2 entries:
1. N -0.001
2. C -0.799

=====

Result of the stability comparison: entry A is the most stable of them.